Record 1
# C4H6N2O

A structure of composition C4H6N2O (the ωB97M-V functional and the def2-TZVPD basis, OMol25).

The geometry in ORCA input format:
```
! wB97M-V def2-TZVPD RIJCOSX def2/J DEFGRID3
* xyz 0 1
N -1.07 0.88 0.62
C -1.11 0.30 -0.66
O -0.71 -0.98 -0.77
C 0.29 -1.31 0.21
C 1.20 -0.06 0.45
C 0.31 1.04 -0.08
N 0.27 1.56 -1.23
H -1.52 1.79 0.55
H -1.83 0.57 -1.42
H 0.83 -2.16 -0.19
H -0.21 -1.59 1.14
H 1.42 0.04 1.52
H 2.12 -0.09 -0.14
*
```

Computed properties:
- Highest occupied orbital energy: -8.034 eV
- E: -9268.7353 eV
- Relative energy (zero: lowest compared OMol25 entry of this formula, charge and spin): 109.9 kcal/mol
- LUMO: 0.033 Ha
- Orbital gap: 8.9 eV

Löwdin atomic charge list, values in e, 2 entries:
1 N 0.11
2 C -0.27

---

Record 2
# C3H12N2O2

A cluster of 3 separate species, C3H12N2O2 in total (the ωB97M-V functional and the def2-TZVPD basis, OMol25).

The geometry in ORCA input format:
```
! wB97M-V def2-TZVPD RIJCOSX def2/J DEFGRID3
* xyz 0 1
C -1.45 -0.13 1.16
C -1.38 -1.60 1.52
O 0.25 1.99 0.30
H -0.16 2.67 0.84
H -1.00 0.48 1.93
H -2.48 0.20 1.03
H -1.84 -1.79 2.49
H -0.34 -1.91 1.56
H -1.88 -2.20 0.76
C 1.98 -0.48 -0.91
N 0.86 0.06 -1.67
N 1.03 1.26 -2.09
O -0.28 -0.44 -1.43
H -0.97 -0.01 0.06
H 0.67 2.19 -0.69
H 0.27 1.51 -2.72
H 1.86 -0.18 0.13
H 1.96 -1.56 -0.97
H 2.90 -0.06 -1.30
*
```

Computed properties:
- Highest occupied orbital energy: -9.729 eV
- E: -10376.7053 eV
- Relative energy (zero: lowest compared OMol25 entry of this formula, charge and spin): 111.7 kcal/mol
- SMILES string: [H]/N=[N+](/C)[O-].CC.O
- LUMO: -0.018 Ha
- Orbital gap: 9.2 eV

Löwdin atomic charge list, values in e, 2 entries:
1 C -0.20
2 C -0.18